# 1
9
Properties=species:S:1:pos:R:3:forces:R:3:nbo_charge:R:1 method="wB97M-V/def2-TZVPD" homo_lumo_gap_ev=10.32 charge=0 e_homo_ev=-9.06 smiles="NNNN=O" energy_ha=-296.4756
N 1.172705 0.107591 0.869734 0.7935 0.4949 0.1903 -0.66
N -0.142560 0.505807 0.978341 -0.5489 -0.0703 -2.4009 -0.27
N -0.969630 -0.008282 -0.404222 0.7610 1.7135 2.8158 -0.32
N -0.161922 -0.518158 -1.273762 -1.3266 -0.0590 -0.3678 0.19
O -0.729905 -1.015912 -2.238050 0.2723 -0.1205 -0.2813 -0.44
H 1.244887 -0.714358 1.410997 0.3526 -1.0074 0.2887 0.36
H 1.850727 0.068092 0.047200 -2.2272 0.7418 0.9878 0.39
H -0.233676 1.551698 1.080791 0.1046 -1.4294 -1.2333 0.36
H -2.030626 0.023523 -0.471029 1.8187 -0.2635 0.0008 0.39


# 2
14
Properties=species:S:1:pos:R:3:forces:R:3:nbo_charge:R:1 method="wB97M-V/def2-TZVPD" homo_lumo_gap_ev=7.69 charge=+1 e_homo_ev=-13.72 energy_ha=-445.4633
H -2.858503 0.989479 -1.412880 0.2055 -0.3564 0.1324 0.35
N -3.056234 1.319478 -0.473625 -0.4006 0.9335 -0.0786 -0.58
C -2.475708 0.796175 0.503611 -0.7825 1.1378 -0.0818 0.23
N -1.681071 -0.295051 0.398662 1.6285 -2.0338 -0.5358 -0.31
C -0.540464 -0.703666 0.149207 -1.8497 -0.3964 0.5897 0.25
N 0.642644 0.096313 0.123597 1.8721 0.4408 -0.2471 0.01
N 0.712822 1.389765 0.188989 -1.5264 -0.2452 0.0733 0.11
N 1.936972 1.762868 0.108899 0.8517 0.8589 0.0119 -0.18
C 2.693952 0.689663 -0.007827 -0.3676 -1.0708 -0.0454 0.24
N 1.903309 -0.396375 -0.004311 -0.0540 1.0243 0.0374 -0.29
H -2.714400 1.113028 1.515044 0.1402 -0.0230 0.1249 0.21
H -0.336870 -1.752893 -0.037928 0.2387 -0.0891 0.0423 0.21
H 3.763038 0.687174 -0.097957 0.2090 -0.1323 -0.0007 0.27
H 2.140785 -1.381421 -0.045032 -0.1650 -0.0483 -0.0225 0.48


# 3
60
Properties=species:S:1:pos:R:3:forces:R:3:nbo_charge:R:1 method="wB97M-V/def2-TZVPD" homo_lumo_gap_ev=6.90 charge=0 e_homo_ev=-7.76 energy_ha=-2935.3399
Pb 0.463735 -1.562899 -0.721339 0.3153 0.4166 -0.3691 1.56
C -2.972750 -2.677755 1.879390 -0.0585 0.0203 0.0527 -0.64
C -1.609594 -2.084181 2.031934 0.1409 0.0225 -0.0614 -0.02
C -1.390716 -0.727703 1.802381 0.0948 0.0525 0.1997 -0.24
C -0.124161 -0.178130 1.948699 -0.0216 -0.0296 0.2364 -0.23
C 0.947972 -0.989009 2.311067 -0.1092 0.1141 0.1546 -0.26
C 0.734088 -2.340291 2.560871 0.0704 0.1106 -0.0542 -0.22
C -0.535622 -2.876673 2.424404 0.0058 0.0488 -0.0659 -0.17
H -3.519805 -2.592026 2.817587 -0.1131 -0.0410 0.0379 0.23
H -2.906055 -3.730547 1.618624 -0.0807 -0.0935 -0.0214 0.22
H -3.537533 -2.155784 1.111557 -0.1058 0.0002 -0.0561 0.22
H -2.225235 -0.096444 1.533243 -0.0699 0.0889 -0.1031 0.23
H 0.036777 0.876139 1.786029 0.0404 0.1754 -0.0848 0.25
H 1.924900 -0.555492 2.450153 0.1715 0.0542 -0.0619 0.24
H 1.555242 -2.966449 2.875581 0.0786 -0.0758 0.0026 0.23
H -0.697768 -3.922938 2.632348 -0.0194 -0.1730 -0.0290 0.21
Cl 2.728405 -8.313648 -3.357865 -0.0151 -0.3580 -0.0200 0.01
C 2.417096 -6.664046 -2.966395 -0.0790 0.3353 0.1076 -0.05
C 1.363653 -6.326800 -2.133969 0.1313 -0.0269 -0.0931 -0.24
C 1.156937 -4.989059 -1.850989 0.4008 0.1117 -0.3042 -0.13
Cl -0.135119 -4.522432 -0.791516 -0.3132 -0.4212 0.1495 0.00
C 1.950714 -3.949305 -2.369915 0.0300 -0.6099 -0.0908 0.37
O 1.745449 -2.692240 -2.128210 -0.2255 0.8050 0.3525 -0.91
C 3.016107 -4.359848 -3.204311 -0.3261 -0.0628 0.2402 -0.11
Cl 4.032966 -3.138720 -3.850568 0.1944 0.1443 -0.1419 0.04
C 3.246829 -5.685558 -3.496545 -0.1227 -0.0181 0.0812 -0.23
H 0.718540 -7.081072 -1.711112 -0.0129 -0.0673 0.0043 0.24
H 4.070052 -5.957839 -4.133797 0.1179 -0.0463 -0.1051 0.24
C -0.472456 3.258603 3.761278 0.0211 0.0511 -0.0395 -0.63
C 0.191240 3.776112 2.515911 0.2198 0.0540 0.0858 -0.01
C 1.383373 4.473826 2.647830 -0.0246 -0.0284 0.0889 -0.25
C 2.020585 4.982776 1.532557 -0.0191 -0.0140 -0.1434 -0.19
C 1.488578 4.762626 0.281906 -0.0136 -0.0355 0.0108 -0.24
C 0.304644 4.038997 0.118742 0.1210 0.0428 0.3727 0.18
N -0.149670 3.894198 -1.197160 0.1883 0.5627 -0.3306 -0.63
C -0.863606 2.783396 -1.701658 -0.2220 -0.4807 -0.2525 0.17
C -2.234023 2.888681 -1.927744 0.1577 -0.0603 -0.1696 -0.19
C -2.940485 1.848537 -2.504945 -0.0325 0.0413 0.0358 -0.21
C -2.286500 0.684854 -2.877439 -0.0203 -0.0918 -0.0247 -0.22
C -0.926442 0.563377 -2.643548 -0.0197 -0.0606 -0.0905 -0.23
C -0.206735 1.595166 -2.052435 0.1450 0.2504 0.2420 -0.16
C 1.277912 1.428798 -1.759307 -0.6338 0.3469 -0.1645 0.79
O 2.035854 2.352261 -1.965668 0.2686 0.1060 -0.0820 -0.63
O 1.601181 0.281540 -1.275017 0.3268 -0.8648 0.2503 -0.90
C -0.370503 3.566158 1.253330 0.0059 -0.1157 -0.1150 -0.03
C -1.697135 2.870645 1.117402 0.1224 0.0801 0.0253 -0.66
H 0.129002 3.511844 4.630315 -0.0043 -0.0094 0.0815 0.22
H -0.583168 2.174135 3.731147 -0.0972 -0.0534 0.0796 0.21
H -1.457806 3.704340 3.888796 -0.1137 -0.0545 0.0993 0.21
H 1.812100 4.619579 3.629055 -0.0004 0.0222 0.0881 0.20
H 2.940521 5.537472 1.636156 0.1008 0.0513 -0.0060 0.21
H 1.991904 5.137855 -0.596767 0.0832 0.0070 -0.1035 0.21
H 0.633141 4.080526 -1.820549 -0.1691 -0.0864 0.1273 0.42
H -2.737663 3.803452 -1.652189 0.0241 0.0905 0.0031 0.23
H -3.999433 1.959338 -2.685892 -0.0836 -0.0162 -0.0166 0.22
H -2.828248 -0.109564 -3.369978 -0.0294 -0.0680 -0.0273 0.22
H -0.392218 -0.316426 -2.998889 -0.0392 0.0392 -0.0715 0.21
H -2.424064 3.560787 0.690314 -0.1545 -0.0766 -0.0525 0.22
H -2.077374 2.533163 2.074892 -0.0366 -0.0271 0.0971 0.22
H -1.617613 2.013698 0.452215 -0.1905 -0.0792 0.0450 0.21


# 4
15
Properties=species:S:1:pos:R:3:forces:R:3:nbo_charge:R:1 method="wB97M-V/def2-TZVPD" homo_lumo_gap_ev="7.90 / 7.90" charge=0 e_homo_ev="-6.93 / -6.93" energy_ha=-250.5095
C 0.618302 0.888063 1.303641 0.0685 0.0296 0.1858 -0.64
C 1.045461 1.203125 -0.140321 0.0894 -0.0281 -0.0351 -0.45
C -0.060123 0.636334 -0.991268 -0.1260 -0.1364 0.0865 -0.01
N -0.368224 -0.605060 -0.773610 0.0314 0.1585 0.2124 -0.22
C -1.485323 -1.518955 -0.627827 -0.4247 -0.0866 -0.2450 -0.24
C -0.156883 -1.668040 0.016720 0.0693 -0.1711 -0.2276 -0.28
H 1.444542 0.843652 2.012734 0.0774 0.2533 -0.0489 0.21
H -0.123292 1.612908 1.650193 0.1398 -0.0710 -0.0043 0.20
H 1.137308 2.279735 -0.323710 0.0018 -0.2310 0.0413 0.22
H 2.020330 0.755299 -0.367291 -0.1401 0.0219 -0.0221 0.21
H -0.794010 1.259560 -1.492501 0.0889 -0.1706 0.0144 0.20
H -2.299246 -1.120909 -0.011882 -0.0043 -0.2942 -0.1212 0.18
H -1.797878 -2.046974 -1.526113 0.0759 0.1535 -0.1041 0.18
H 0.642035 -2.390524 -0.045263 -0.0760 0.0585 -0.0447 0.22
H 0.177002 -0.128215 1.316499 0.1285 0.5137 0.3126 0.23


# 5
13
Properties=species:S:1:pos:R:3:forces:R:3:nbo_charge:R:1 method="wB97M-V/def2-TZVPD" homo_lumo_gap_ev=10.48 charge=+1 e_homo_ev=-15.03 energy_ha=-1141.8799
C 0.180365 1.632905 -0.396482 -1.5528 -2.1604 0.2158 -0.92
O -0.268255 0.287607 1.753210 0.3446 -0.7706 -0.5436 -0.96
P -1.686010 -1.325302 -0.457706 0.5284 1.1306 -0.2261 0.14
P 2.120031 -0.871665 0.094252 -1.3266 -3.6781 0.4026 0.09
P 0.070954 -0.111568 0.201173 -1.5763 1.7405 2.2319 1.14
H -0.818647 2.101324 -0.581334 1.1413 -0.5291 -0.4808 0.29
H 0.888425 1.348149 -1.127977 0.4189 1.2316 -2.0906 0.23
H 0.700068 2.148989 0.360826 0.6139 0.6213 1.0773 0.27
H -0.751396 -0.390187 2.236970 0.0522 -0.1351 0.3454 0.51
H -1.243546 -0.692537 -1.684699 -0.8768 -0.3607 0.0987 0.02
H -2.638346 -0.282161 0.009581 1.0202 -0.6043 -0.6601 0.05
H 1.894600 -1.463970 -1.249351 0.1136 0.5719 1.0337 0.05
H 1.551751 -2.381584 0.841535 1.0992 2.9424 -1.4042 0.08


# 6
17
Properties=species:S:1:pos:R:3:forces:R:3:nbo_charge:R:1 method="wB97M-V/def2-TZVPD" homo_lumo_gap_ev=8.91 charge=+1 e_homo_ev=-12.79 energy_ha=-521.9319
C -2.366255 0.315902 0.651956 0.5350 0.0458 -0.6233 0.42
C -0.142955 -0.040990 -2.052583 4.0340 -0.7663 -1.1907 0.80
C 1.040670 -0.221815 0.799414 -1.7169 0.3252 2.8593 0.69
N -3.344945 0.674110 0.116860 1.6898 -0.7067 1.0014 -0.36
N 0.966346 -0.294834 -2.425278 -5.1535 0.7083 0.1960 -0.52
N 1.206568 -0.124261 2.167576 4.2055 -0.2477 1.3524 -0.86
N -1.122058 -0.066006 1.105970 -3.6565 1.9806 -1.3757 -0.49
N -0.102078 -0.216585 0.234544 0.9964 -0.1544 -1.5556 -0.39
N -1.329745 0.371356 -2.195216 -1.2497 1.6441 -1.3389 -0.80
O 2.118175 -0.569778 0.189286 1.6239 -0.5166 -2.1690 -0.64
H 2.835649 -0.621734 0.822986 0.4308 -0.0753 -0.2516 0.51
H 1.866232 -0.534717 -2.183247 2.1177 -0.2919 0.7796 0.46
H 0.824571 0.545763 2.807990 -0.9874 0.4424 -0.4452 0.43
H 2.281409 -0.137380 2.445271 -3.1256 -0.1437 -0.6128 0.39
H -1.037504 -0.403238 2.003581 0.0762 -1.0599 2.2328 0.41
H -1.537049 1.178273 -2.791910 0.6838 -0.2994 -0.0271 0.46
H -2.157031 0.145935 -1.697199 -0.5035 -0.8844 1.1684 0.47